# 1
Density functional theory data (ωB97M-V with the def2-TZVPD basis set) for a structure of composition C48H26F15GeIMnNO2PS.

The geometry in ORCA input format:
```
! wB97M-V def2-TZVPD RIJCOSX def2/J DEFGRID3
* xyz 0 6
Mn 1.25 -1.43 0.14
I 0.25 2.61 3.35
C -0.86 2.85 5.09
C -0.19 2.59 6.29
C -0.77 2.94 7.53
C -2.08 3.34 7.55
C -2.86 3.54 6.40
C -4.07 4.27 6.34
C -4.87 4.23 5.22
C -4.43 3.57 4.09
C -3.17 2.97 3.99
P -2.78 2.27 2.36
C -2.72 3.68 1.26
C -2.98 4.98 1.67
C -3.29 5.88 0.65
C -3.09 5.57 -0.69
C -2.47 4.35 -1.00
C -2.47 3.33 -0.06
C -4.16 1.22 1.84
C -4.08 -0.19 1.96
C -5.14 -0.99 1.47
C -6.23 -0.35 0.83
C -6.30 1.04 0.63
C -5.23 1.79 1.11
C -2.26 3.05 5.12
H 0.76 2.10 6.30
H -0.16 2.92 8.46
H -2.55 3.64 8.42
H -4.26 4.86 7.22
H -5.75 4.88 5.26
H -5.04 3.75 3.17
H -2.96 5.16 2.74
H -3.65 6.84 0.99
H -3.50 6.32 -1.44
H -1.94 4.18 -1.94
H -2.20 2.32 -0.39
H -3.19 -0.61 2.45
H -5.13 -2.11 1.54
H -7.12 -0.89 0.50
H -7.08 1.58 0.12
H -5.27 2.87 0.97
C 1.72 -3.45 3.42
C 1.44 -2.67 2.17
O 1.21 -3.27 1.08
O 1.39 -1.34 2.20
H 2.50 -3.00 4.12
H 2.06 -4.43 3.09
H 0.80 -3.59 4.05
F 6.73 -0.12 -2.10
C 6.09 0.41 -3.16
C 4.79 0.09 -3.42
C 4.08 0.79 -4.44
F 2.72 0.68 -4.58
C 4.67 1.95 -4.98
F 3.92 2.90 -5.63
C 6.03 2.19 -4.74
F 6.55 3.26 -5.43
C 6.76 1.43 -3.83
F 8.06 1.71 -3.68
Ge 3.72 -1.32 -2.43
S 2.08 -0.14 -1.54
C 2.79 -2.62 -3.62
C 1.81 -3.50 -3.14
F 1.77 -3.64 -1.77
C 1.03 -4.29 -3.95
F 0.45 -5.43 -3.53
C 0.98 -3.93 -5.27
F 0.18 -4.57 -6.15
C 1.86 -3.03 -5.83
F 1.83 -2.77 -7.11
C 2.82 -2.48 -5.00
F 3.86 -1.81 -5.64
C 4.93 -2.54 -1.48
C 5.94 -3.30 -2.11
F 6.12 -3.09 -3.45
C 6.73 -4.22 -1.42
F 7.66 -4.94 -2.06
C 6.43 -4.44 -0.08
F 7.09 -5.30 0.64
C 5.48 -3.67 0.56
F 5.24 -3.89 1.89
C 4.74 -2.71 -0.11
F 4.03 -1.87 0.74
N -1.11 -1.04 -0.13
C -1.45 -1.63 -1.44
C -1.37 -3.04 -1.59
C -1.90 -3.67 -2.70
C -2.53 -2.94 -3.72
C -2.63 -1.52 -3.59
C -2.08 -0.88 -2.41
H -1.38 -0.08 -0.10
H -1.53 -1.61 0.62
H -0.87 -3.62 -0.74
H -1.92 -4.77 -2.81
H -3.00 -3.43 -4.56
H -3.15 -0.92 -4.30
H -2.17 0.18 -2.31
*
```

Results
Energy relative to the best compared isomer or geometry (same formula, charge and spin) (kJ/mol): 242.9
Electronic energy (eV): -212603.2860

=====

# 2
Density functional theory data (ωB97M-V with the def2-TZVPD basis set) for a structure of composition C5H10N2P.

The geometry in ORCA input format:
```
! wB97M-V def2-TZVPD RIJCOSX def2/J DEFGRID3
* xyz 1 1
C 2.33 -0.37 0.30
C -1.25 0.87 2.01
C 1.18 -0.73 -1.87
C -0.37 1.62 0.89
C -0.03 -0.96 -1.07
N -1.02 -0.48 1.58
N 2.40 -0.72 -0.94
P 0.34 -0.16 0.51
H -0.88 1.24 3.00
H -2.45 1.11 2.10
H 1.44 -1.43 -2.78
H 1.09 0.40 -2.32
H -0.99 2.08 0.08
H 0.49 2.28 1.32
H -0.92 -0.66 -1.60
H -0.18 -2.03 -0.80
H -0.81 -1.12 2.33
H 3.15 -1.18 -1.42
*
```

Results
Energy relative to the best compared isomer or geometry (same formula, charge and spin) (kJ/mol): 273.0
Electronic energy (eV): -17605.5590